Entry 1:
Formula: CH7N2O
Source: the Open Molecules 2025 dataset
Level of theory: ωB97M-V/def2-TZVPD

Values from the calculation:
**Relative energy (zero: lowest compared OMol25 entry of this formula, charge and spin)**: 42.3 kJ/mol
**2S+1**: 1
**Net charge**: +1
**Molar mass**: 63.08 g mol⁻¹
**HOMO**: -14.57 eV
**Electronic energy**: -6172.067 eV

Geometry (Å):
N  0.165  0.915  1.857
H  0.852  1.216  2.538
H  0.154  1.529  1.027
H  0.261  -0.016  1.463
H  -0.793  1.001  2.261
C  -0.569  -0.356  -1.463
N  0.408  -1.247  -1.674
O  -0.638  0.450  -0.529
H  -1.414  -0.238  -2.132
H  0.406  -2.007  -2.332
H  1.168  -1.247  -1.015

Entry 2:
Formula: C15H15N7S4Zn
Source: the Open Molecules 2025 dataset
Level of theory: ωB97M-V/def2-TZVPD

Values from the calculation:
**Relative energy (zero: lowest compared OMol25 entry of this formula, charge and spin)**: 0.0 kJ/mol
**2S+1**: 1
**Molar mass**: 486.99 g mol⁻¹
**HOMO**: -7.40 eV
**Electronic energy**: -117991.396 eV

Geometry (Å):
Zn  -0.806  0.364  0.237
N  -4.023  -0.860  2.964
C  -3.018  -0.314  2.256
S  -1.695  -1.316  1.904
N  -3.157  0.968  1.950
N  -2.261  1.492  1.148
C  -2.300  2.741  0.829
C  -1.393  3.236  -0.162
C  -1.505  4.550  -0.638
C  -0.696  4.964  -1.672
C  0.231  4.068  -2.196
C  0.306  2.803  -1.641
N  -0.475  2.391  -0.658
H  -3.993  -1.849  3.144
H  -4.878  -0.347  3.096
H  -3.044  3.407  1.252
H  -2.233  5.208  -0.192
H  -0.779  5.961  -2.078
H  0.873  4.350  -3.017
H  1.027  2.086  -2.009
S  -1.956  -0.262  -1.961
C  -0.983  -1.566  -1.570
N  0.030  -1.448  -0.734
C  0.640  -2.650  -0.480
C  1.705  -2.873  0.390
C  2.202  -4.154  0.525
C  1.652  -5.219  -0.181
C  0.580  -5.023  -1.036
C  0.091  -3.739  -1.187
S  -1.245  -3.194  -2.172
H  2.094  -2.060  0.982
H  3.025  -4.342  1.199
H  2.049  -6.212  -0.043
H  0.133  -5.851  -1.564
N  3.871  0.817  1.132
C  2.628  0.671  0.642
N  2.476  0.303  -0.637
S  1.337  0.982  1.657
H  4.686  0.802  0.540
H  3.958  1.185  2.063
H  3.276  0.002  -1.176
H  1.570  -0.072  -0.905

Entry 3:
Formula: C11H44O11
Source: the Open Molecules 2025 dataset
Level of theory: ωB97M-V/def2-TZVPD

Values from the calculation:
**Relative energy (zero: lowest compared OMol25 entry of this formula, charge and spin)**: 17.2 kJ/mol
**⟨S²⟩**: 0.756
**2S+1**: 2
**Net charge**: +1
**Molar mass**: 352.46 g mol⁻¹
**HOMO (spin up / spin down)**: -11.48 / -11.47 eV
**Electronic energy**: -34628.213 eV

Geometry (Å):
C  12.377  0.584  -30.213
O  11.147  -0.143  -30.168
H  13.060  0.135  -29.492
H  12.906  0.497  -31.162
H  12.262  1.626  -29.915
H  10.625  0.310  -30.834
C  12.787  6.665  -23.747
O  13.559  5.802  -24.495
H  13.210  7.669  -23.793
H  11.731  6.612  -24.012
H  12.938  6.428  -22.694
H  13.576  6.180  -25.378
C  8.810  5.829  -25.725
O  9.618  5.070  -26.590
H  9.462  6.282  -24.978
H  8.327  6.635  -26.277
H  8.124  5.196  -25.163
H  10.085  5.677  -27.170
C  16.911  2.142  -26.322
O  16.081  1.740  -27.374
H  17.782  1.487  -26.323
H  17.167  3.199  -26.389
H  16.389  2.016  -25.373
H  15.441  2.447  -27.480
C  14.690  6.868  -27.868
O  13.789  7.267  -26.860
H  15.128  7.808  -28.206
H  15.519  6.299  -27.447
H  14.179  6.358  -28.684
H  14.249  7.827  -26.230
C  15.766  6.468  -30.984
O  15.517  7.778  -31.503
H  16.343  6.515  -30.060
H  14.862  5.938  -30.685
H  16.287  5.805  -31.675
H  16.080  7.909  -32.270
C  12.037  -1.342  -27.217
O  10.809  -1.584  -27.892
H  12.903  -1.888  -27.592
H  12.152  -0.258  -27.230
H  11.863  -1.643  -26.184
H  10.902  -1.155  -28.745
C  12.545  3.788  -31.899
O  13.625  3.336  -31.154
H  12.295  3.101  -32.708
H  11.621  3.926  -31.338
H  12.847  4.738  -32.342
H  14.387  3.219  -31.726
C  12.890  3.345  -27.783
O  14.106  3.367  -28.467
H  12.307  2.427  -27.851
H  13.032  3.726  -26.772
H  12.241  4.072  -28.272
H  13.893  3.422  -29.402
C  13.733  1.057  -25.096
O  14.151  1.009  -23.708
H  13.962  2.016  -25.563
H  14.282  0.285  -25.636
H  12.681  0.787  -25.177
H  13.938  1.884  -23.374
C  11.116  6.942  -29.226
O  11.418  6.601  -27.871
H  11.892  6.680  -29.945
H  10.238  6.391  -29.564
H  11.030  8.024  -29.327
H  12.280  6.931  -27.608

Entry 4:
Formula: C38H23F3N2O5S
Source: the Open Molecules 2025 dataset
Level of theory: ωB97M-V/def2-TZVPD

Values from the calculation:
**2S+1**: 1
**Molar mass**: 676.67 g mol⁻¹
**HOMO**: -9.16 eV
**Electronic energy**: -71981.385 eV

Geometry (Å):
F  -1.782  1.894  -5.745
C  -2.084  1.063  -6.777
F  -0.936  0.516  -7.154
F  -2.537  1.846  -7.757
C  -3.106  0.056  -6.329
C  -4.382  0.491  -6.109
C  -5.427  -0.358  -5.649
C  -6.777  0.259  -5.427
C  -7.828  -0.320  -6.387
C  -7.550  -0.075  -7.961
O  -7.433  -1.375  -7.069
C  -5.145  -1.669  -5.404
C  -3.842  -2.162  -5.649
N  -3.455  -3.434  -5.480
S  -1.917  -3.492  -5.902
N  -1.639  -1.962  -6.290
C  -2.799  -1.321  -6.114
H  -4.586  1.535  -6.300
H  -6.737  1.307  -5.709
H  -7.173  0.097  -4.429
H  -8.856  -0.233  -6.076
H  -6.748  0.659  -7.661
H  -6.901  -0.509  -8.725
H  -5.934  -2.314  -5.053
C  -0.138  2.760  2.716
C  1.084  2.161  3.006
C  1.922  1.764  1.978
C  1.539  1.951  0.656
C  0.303  2.533  0.366
C  -0.527  2.946  1.400
C  -0.149  2.704  -1.044
O  -1.220  3.214  -1.296
C  0.747  2.223  -2.133
C  0.323  2.322  -3.452
C  1.149  1.890  -4.477
C  2.404  1.366  -4.188
C  2.830  1.260  -2.875
C  2.001  1.679  -1.843
C  2.461  1.528  -0.435
O  3.555  1.068  -0.180
H  -0.788  3.078  3.520
H  1.381  2.006  4.035
H  2.875  1.303  2.202
H  -1.478  3.407  1.170
H  -0.651  2.732  -3.675
H  0.815  1.963  -5.502
H  3.050  1.035  -4.992
H  3.803  0.849  -2.646
C  2.403  -0.967  10.484
C  3.627  -1.561  10.777
C  4.466  -1.966  9.753
C  4.081  -1.790  8.431
C  2.844  -1.213  8.136
C  2.012  -0.794  9.167
C  2.390  -1.055  6.726
O  1.318  -0.547  6.469
C  3.286  -1.541  5.640
C  2.861  -1.454  4.321
C  3.687  -1.885  3.297
C  4.946  -2.402  3.587
C  5.372  -2.498  4.901
C  4.543  -2.076  5.932
C  5.005  -2.216  7.341
O  6.102  -2.667  7.597
H  1.753  -0.643  11.286
H  3.925  -1.705  11.807
H  5.420  -2.423  9.976
H  1.060  -0.338  8.935
H  1.883  -1.050  4.096
H  3.352  -1.818  2.270
H  5.592  -2.732  2.785
H  6.348  -2.902  5.131

Entry 5:
Formula: C25H35BrCl2GaN2OSSi3
Source: the Open Molecules 2025 dataset
Level of theory: ωB97M-V/def2-TZVPD

Values from the calculation:
**Relative energy (zero: lowest compared OMol25 entry of this formula, charge and spin)**: 338.9 kJ/mol
**2S+1**: 1
**Net charge**: -1
**Molar mass**: 716.43 g mol⁻¹
**HOMO**: -2.73 eV
**Electronic energy**: -213453.167 eV

Geometry (Å):
Ga  0.515  -0.417  -0.302
Cl  -1.283  -2.009  0.810
C  -1.369  -3.532  -0.160
C  -2.296  -4.456  0.266
C  -2.372  -5.663  -0.413
C  -1.509  -5.894  -1.475
C  -0.586  -4.936  -1.851
Cl  0.460  -5.308  -3.191
C  -0.458  -3.683  -1.209
S  0.670  -2.479  -1.713
H  -2.945  -4.235  1.101
H  -3.093  -6.412  -0.116
H  -1.543  -6.827  -2.021
C  1.564  2.551  -2.072
Si  0.283  2.640  -0.644
C  1.425  3.140  0.799
C  -0.751  4.130  -1.205
C  -0.962  1.199  -0.107
Si  -2.203  0.580  -1.503
C  -3.768  1.651  -1.426
C  -1.625  0.736  -3.278
C  -2.791  -1.259  -1.438
Si  -1.485  1.275  1.611
C  -3.003  0.341  2.246
C  -1.827  3.011  2.282
C  0.042  0.451  2.548
C  0.280  0.547  3.922
C  1.389  -0.044  4.493
C  2.270  -0.757  3.686
C  1.990  -0.825  2.339
N  0.935  -0.231  1.801
H  2.392  3.300  -2.022
H  1.067  2.709  -3.032
H  2.020  1.446  -2.071
H  1.980  4.023  0.474
H  2.149  2.350  1.005
H  0.928  3.385  1.740
H  -0.096  4.980  -1.416
H  -1.491  4.451  -0.464
H  -1.284  3.870  -2.122
H  -3.502  2.707  -1.524
H  -4.312  1.527  -0.485
H  -4.453  1.394  -2.241
H  -1.436  1.776  -3.558
H  -2.431  0.355  -3.923
H  -0.717  0.164  -3.446
H  -3.582  -1.445  -0.703
H  -1.968  -1.871  -1.117
H  -3.164  -1.501  -2.433
H  -3.898  0.712  1.741
H  -3.113  0.556  3.316
H  -2.981  -0.740  2.141
H  -2.642  3.429  1.685
H  -0.971  3.678  2.203
H  -2.145  3.006  3.331
H  -0.419  1.099  4.539
H  1.564  0.036  5.559
H  3.147  -1.250  4.082
H  2.592  -1.423  1.680
Br  5.792  -2.013  -2.874
C  4.955  -1.168  -1.401
C  5.723  -0.656  -0.377
C  5.029  -0.018  0.648
C  3.653  0.031  0.610
N  2.921  -0.506  -0.358
C  3.573  -1.073  -1.367
H  6.801  -0.719  -0.394
H  5.555  0.454  1.468
H  3.136  0.592  1.365
H  2.970  -1.476  -2.171
O  0.702  0.541  -1.870

Entry 6:
Formula: C5H8O
Source: the Open Molecules 2025 dataset
Level of theory: ωB97M-V/def2-TZVPD

Values from the calculation:
**Relative energy (zero: lowest compared OMol25 entry of this formula, charge and spin)**: 129.2 kJ/mol
**2S+1**: 1
**Molar mass**: 84.12 g mol⁻¹
**HOMO**: -9.67 eV
**Electronic energy**: -7360.916 eV

Geometry (Å):
O  -0.461  0.126  -2.396
C  -0.589  1.075  -1.662
C  -0.173  1.127  -0.209
C  0.649  -0.039  0.294
C  0.205  -0.800  1.516
C  0.158  -1.451  0.165
H  -1.068  2.011  -2.031
H  0.362  2.074  -0.056
H  -1.103  1.235  0.370
H  1.722  0.097  0.184
H  0.955  -1.123  2.231
H  -0.741  -0.505  1.964
H  0.892  -2.219  -0.063
H  -0.807  -1.609  -0.305

Entry 7:
Formula: C18H23NO3
Source: the Open Molecules 2025 dataset
Level of theory: ωB97M-V/def2-TZVPD

Values from the calculation:
**Relative energy (zero: lowest compared OMol25 entry of this formula, charge and spin)**: 111.7 kJ/mol
**2S+1**: 1
**Molar mass**: 301.39 g mol⁻¹
**HOMO**: -7.55 eV
**Electronic energy**: -26672.468 eV

Geometry (Å):
C  -4.584  -0.069  -4.606
O  -4.109  -0.954  -3.622
C  -3.332  -0.455  -2.618
C  -2.942  0.873  -2.492
C  -2.144  1.260  -1.431
C  -1.713  0.347  -0.475
C  -0.897  0.805  0.647
C  -1.165  1.845  1.506
C  -0.119  1.896  2.441
C  0.773  0.904  2.118
C  2.024  0.531  2.842
C  1.781  -0.662  3.773
C  2.997  -1.113  4.541
O  3.005  -2.021  5.329
O  4.099  -0.406  4.261
N  0.287  0.227  1.033
C  0.997  -0.758  0.258
C  1.503  -0.190  -1.079
C  2.117  -1.310  -1.912
C  2.512  0.932  -0.848
C  -2.131  -0.979  -0.597
C  -2.921  -1.375  -1.653
H  -5.183  -0.676  -5.284
H  -5.212  0.716  -4.172
H  -3.762  0.390  -5.165
H  -3.251  1.615  -3.213
H  -1.841  2.294  -1.343
H  -2.033  2.474  1.477
H  -0.026  2.585  3.258
H  2.344  1.388  3.436
H  2.832  0.297  2.147
H  1.007  -0.414  4.504
H  1.413  -1.525  3.213
H  4.847  -0.732  4.786
H  1.845  -1.124  0.839
H  0.337  -1.605  0.052
H  0.642  0.218  -1.619
H  2.474  -0.922  -2.863
H  1.382  -2.086  -2.114
H  2.959  -1.759  -1.388
H  2.806  1.376  -1.795
H  2.082  1.712  -0.224
H  3.406  0.548  -0.360
H  -1.860  -1.701  0.159
H  -3.249  -2.399  -1.750

Entry 8:
Formula: CH2N2O2S
Source: the Open Molecules 2025 dataset
Level of theory: ωB97M-V/def2-TZVPD

Values from the calculation:
**Relative energy (zero: lowest compared OMol25 entry of this formula, charge and spin)**: 652.9 kJ/mol
**2S+1**: 1
**Molar mass**: 106.11 g mol⁻¹
**HOMO (spin up / spin down)**: -8.78 / -9.30 eV
**Electronic energy**: -18974.561 eV

Geometry (Å):
C  1.015  0.044  0.041
N  0.041  -0.730  0.451
N  0.614  -2.857  0.121
O  2.198  -0.216  -0.043
O  -0.201  -3.274  -0.620
S  1.879  -3.064  0.892
H  0.662  1.085  -0.203
H  -0.916  -0.498  0.245

Entry 9:
Formula: C3H7NO3
Source: the Open Molecules 2025 dataset
Level of theory: ωB97M-V/def2-TZVPD

Values from the calculation:
**Relative energy (zero: lowest compared OMol25 entry of this formula, charge and spin)**: 192.3 kJ/mol
**2S+1**: 1
**Molar mass**: 105.09 g mol⁻¹
**HOMO**: -10.25 eV
**Electronic energy**: -10856.375 eV

Geometry (Å):
O  0.100  -2.670  0.710
C  0.200  -1.476  0.347
O  0.762  -1.256  -0.914
N  -0.167  -0.372  1.069
C  -0.271  1.105  0.807
C  -0.354  1.433  -0.754
O  -0.253  2.772  -1.112
H  0.959  -2.174  -1.206
H  -0.646  -0.689  1.946
H  0.537  1.655  1.406
H  -1.144  1.512  1.168
H  0.559  0.924  -1.044
H  -1.308  0.963  -1.309
H  -0.103  3.272  -0.320

Entry 10:
Formula: C2H4F3NO5S2Sc
Source: the Open Molecules 2025 dataset
Level of theory: ωB97M-V/def2-TZVPD

Values from the calculation:
**2S+1**: 1
**Net charge**: +1
**Molar mass**: 288.14 g mol⁻¹
**HOMO**: -14.43 eV
**Electronic energy**: -64379.026 eV

Geometry (Å):
N  -0.342  1.178  -1.370
S  1.295  1.261  -1.307
O  1.703  1.041  0.242
O  1.879  -0.085  -1.786
S  -1.101  -0.155  -0.983
O  -0.279  -1.158  -0.229
O  -1.906  -0.711  -2.061
C  -2.344  0.411  0.287
F  -1.729  0.786  1.391
F  -3.031  1.426  -0.206
F  -3.163  -0.591  0.554
Sc  1.811  -1.118  0.035
O  2.461  -0.879  1.915
H  3.303  -1.166  2.271
C  2.158  1.304  2.068
H  1.067  1.394  2.176
H  3.252  1.291  2.162
H  2.210  2.244  2.636

Entry 11:
Formula: C14H23NO4
Source: the Open Molecules 2025 dataset
Level of theory: ωB97M-V/def2-TZVPD

Values from the calculation:
**Relative energy (zero: lowest compared OMol25 entry of this formula, charge and spin)**: 333.0 kJ/mol
**2S+1**: 1
**Molar mass**: 269.34 g mol⁻¹
**HOMO**: -8.24 eV
**Electronic energy**: -24569.300 eV

Geometry (Å):
C  2.642  5.913  0.956
C  1.696  6.938  1.160
C  2.379  8.095  1.082
N  3.662  7.857  0.663
C  3.887  6.505  0.620
H  2.419  4.863  0.837
H  0.649  6.833  1.405
H  2.179  9.151  1.191
H  4.362  8.487  0.299
H  4.828  6.138  0.237
O  -4.106  -0.399  0.645
C  -3.813  -1.059  -0.354
C  -3.049  -0.466  -1.513
C  -2.998  -1.623  -2.462
C  -3.917  -2.743  -1.963
O  -4.401  -2.245  -0.656
H  -3.737  0.270  -1.929
H  -2.118  0.035  -1.246
H  -3.146  -1.386  -3.515
H  -1.983  -2.007  -2.569
H  -4.797  -3.033  -2.537
H  -3.334  -3.659  -1.864
C  4.603  -7.421  -5.040
C  4.142  -6.108  -5.563
C  2.666  -5.890  -5.862
O  4.931  -5.212  -5.861
H  4.671  -8.262  -5.730
H  4.117  -7.710  -4.108
H  5.607  -7.197  -4.679
H  2.198  -6.064  -4.894
H  2.400  -6.603  -6.642
H  2.574  -4.872  -6.241
C  -1.929  2.304  6.171
C  -2.672  1.550  7.207
C  -3.004  0.087  6.819
O  -2.923  1.960  8.306
H  -1.686  1.712  5.288
H  -1.119  2.924  6.554
H  -2.619  3.037  5.754
H  -2.273  -0.154  6.047
H  -3.934  -0.032  6.262
H  -3.054  -0.515  7.726

Entry 12:
Formula: C15H16O4
Source: the Open Molecules 2025 dataset
Level of theory: ωB97M-V/def2-TZVPD

Values from the calculation:
**Relative energy (zero: lowest compared OMol25 entry of this formula, charge and spin)**: 7.6 kJ/mol
**2S+1**: 1
**Molar mass**: 260.29 g mol⁻¹
**HOMO**: -9.00 eV
**Electronic energy**: -24004.367 eV

Geometry (Å):
C  5.442  2.494  0.285
C  4.654  1.191  0.337
C  3.324  1.326  -0.405
C  2.416  0.139  -0.266
C  2.809  -1.145  -0.194
C  1.864  -2.246  -0.071
O  2.196  -3.417  0.003
C  0.462  -1.800  -0.047
C  -0.592  -2.714  0.056
C  -1.894  -2.289  0.075
C  -2.193  -0.919  -0.009
O  -3.513  -0.609  0.018
C  -3.898  0.742  -0.063
C  -5.419  0.880  -0.012
C  -6.174  -0.403  0.133
O  -5.930  1.966  -0.086
C  -1.165  0.003  -0.111
C  0.158  -0.441  -0.130
O  1.117  0.513  -0.230
H  6.391  2.383  0.805
H  4.885  3.300  0.758
H  5.647  2.776  -0.745
H  5.248  0.395  -0.112
H  4.461  0.919  1.377
H  2.783  2.201  -0.036
H  3.520  1.492  -1.469
H  3.855  -1.400  -0.229
H  -0.341  -3.762  0.120
H  -2.713  -2.985  0.154
H  -3.550  1.199  -1.000
H  -3.481  1.325  0.771
H  -7.242  -0.208  0.168
H  -5.936  -1.055  -0.705
H  -5.851  -0.911  1.039
H  -1.340  1.064  -0.179